Record 1
The following is a DFT calculation (ωB97M-V with the def2-TZVPD basis set) of a molecular structure, C34H32CaNO7PS2.

Output
Energy relative to the best compared isomer or geometry (same formula, charge and spin): 0.000 eV
HOMO energy: -8.8181 eV

Atoms and positions in Å:
1 Ca 0.50067 -1.16595 -0.18387
2 C -2.35265 2.49033 1.62165
3 C -2.11792 1.00618 1.63448
4 C -2.60572 0.18693 0.62038
5 C -2.38862 -1.18925 0.64497
6 C -2.95111 -2.07479 -0.43824
7 C -1.67606 -1.73519 1.71443
8 C -1.20013 -0.94122 2.75829
9 C -0.51192 -1.54080 3.95039
10 C -1.41219 0.43065 2.68537
11 H -1.41840 3.02904 1.79007
12 H -3.04524 2.77535 2.41606
13 H -2.78129 2.81391 0.67525
14 H -3.16093 0.62513 -0.20265
15 H -3.95310 -2.41594 -0.16944
16 H -2.33893 -2.96742 -0.58813
17 H -3.03198 -1.53700 -1.38492
18 H -1.50490 -2.80770 1.74642
19 H -1.15399 -1.45379 4.82984
20 H 0.42442 -1.02520 4.15847
21 H -0.28140 -2.59097 3.78752
22 H -1.02381 1.06735 3.47363
23 O 1.16227 2.15042 0.32718
24 N 0.27475 1.52249 -0.52091
25 C -0.47020 2.36749 -1.11206
26 C -1.58425 2.02927 -2.01842
27 C -2.64096 2.93664 -2.03065
28 C -3.78959 2.69817 -2.77010
29 C -3.87775 1.54815 -3.53362
30 C -2.80384 0.66684 -3.58363
31 C -1.64644 0.89292 -2.84726
32 P -0.20190 -0.23708 -2.94269
33 C 1.02552 0.90694 -3.66545
34 C 0.65069 1.89422 -4.57851
35 C 1.59458 2.76811 -5.09273
36 C 2.92180 2.66741 -4.69396
37 C 3.29964 1.69205 -3.78493
38 C 2.35706 0.81194 -3.26873
39 C -0.64938 -1.38131 -4.28702
40 C -0.31487 -1.18823 -5.62403
41 C -0.67982 -2.12744 -6.57842
42 C -1.38016 -3.26598 -6.20811
43 C -1.70375 -3.47540 -4.87480
44 C -1.32915 -2.54285 -3.92071
45 H 1.79420 1.44210 0.58310
46 H -0.31741 3.42203 -0.88481
47 H -2.56426 3.83940 -1.43592
48 H -4.60466 3.40938 -2.74961
49 H -4.76676 1.34473 -4.11634
50 H -2.86244 -0.20235 -4.22618
51 H -0.38576 1.98563 -4.88200
52 H 1.29498 3.52967 -5.80137
53 H 3.65874 3.35358 -5.09143
54 H 4.33113 1.61435 -3.46708
55 H 2.65942 0.05068 -2.56185
56 H 0.24167 -0.30986 -5.92356
57 H -0.40805 -1.97098 -7.61437
58 H -1.65756 -3.99885 -6.95456
59 H -2.22680 -4.37389 -4.57475
60 H -1.55163 -2.73046 -2.87523
61 O 2.53803 -0.17403 0.56213
62 S 2.78877 -1.15841 1.65246
63 O 3.39650 -0.59045 2.81840
64 O 1.52480 -1.86901 1.87102
65 C 3.91464 -2.40092 1.00684
66 C 5.10678 -2.50158 1.70519
67 C 6.04728 -3.47306 1.38668
68 C 5.78868 -4.36262 0.36474
69 C 4.60033 -4.26777 -0.34931
70 C 3.65434 -3.30014 -0.05202
71 S 2.24382 -3.27384 -1.18131
72 O 2.49785 -4.27958 -2.16831
73 O 2.21595 -1.88701 -1.68042
74 O 1.00892 -3.46926 -0.39954
75 H 5.28398 -1.81146 2.51725
76 H 6.97071 -3.52811 1.94770
77 H 6.50564 -5.13119 0.10780
78 H 4.39588 -4.94444 -1.16610

Cartesian forces, eV/Å:
-0.027 0.255 0.102
-0.003 -0.008 0.006
-0.004 0.005 0.013
0.025 0.012 -0.022
0.026 -0.004 -0.003
-0.002 -0.006 -0.013
-0.025 -0.173 -0.020
-0.010 0.018 -0.011
-0.002 -0.004 -0.002
0.002 -0.008 -0.001
0.004 0.008 -0.022
0.011 0.000 0.007
-0.016 0.003 0.003
-0.003 -0.009 0.000
0.003 0.001 0.003
0.000 0.009 0.012
-0.010 -0.001 0.010
0.002 0.007 0.009
-0.002 -0.009 -0.004
0.003 0.007 0.003
0.005 -0.002 -0.005
-0.004 -0.001 0.002
0.086 -0.084 0.021
-0.021 0.003 -0.037
0.027 -0.008 0.020
0.004 -0.015 -0.022
0.006 -0.003 -0.002
0.000 0.021 0.007
0.001 -0.021 -0.013
0.013 0.015 -0.008
-0.006 0.005 0.028
-0.116 -0.012 0.025
0.019 -0.014 0.001
0.004 0.004 0.029
0.000 -0.008 -0.002
0.003 0.007 -0.004
0.000 -0.002 -0.010
0.008 -0.002 -0.001
0.056 -0.044 0.017
-0.027 0.036 -0.023
0.010 0.016 -0.001
-0.004 -0.003 0.013
0.002 -0.006 -0.017
0.016 -0.019 0.036
-0.058 0.053 -0.032
-0.012 0.001 -0.004
0.003 0.000 0.002
0.003 0.000 0.001
0.001 -0.001 -0.001
-0.002 -0.005 0.001
-0.003 0.009 -0.006
-0.001 0.000 0.000
0.001 0.000 0.002
0.000 -0.001 -0.001
-0.003 0.007 -0.006
-0.001 -0.006 0.004
-0.001 -0.001 0.001
-0.001 0.001 0.000
0.000 0.000 0.000
0.019 0.009 -0.050
0.108 0.008 0.081
0.012 0.008 -0.152
0.032 -0.010 -0.010
-0.071 0.015 0.006
-0.082 -0.052 -0.070
0.021 -0.003 0.010
-0.010 -0.006 -0.014
0.002 0.009 0.013
0.010 -0.007 -0.008
-0.019 0.079 0.068
0.090 -0.004 0.025
0.008 -0.003 0.022
0.011 -0.005 -0.059
-0.107 -0.056 0.053
-0.004 -0.001 -0.002
0.000 -0.002 0.000
0.001 0.000 0.000
0.000 0.002 0.003

***

Record 2
The following is a DFT calculation (ωB97M-V with the def2-TZVPD basis set) of a molecular structure, C16H29N3O4S3W at a distorted geometry.

Output
Expectation value of S²: 2.017
Energy relative to the best compared isomer or geometry (same formula, charge and spin): 0.375 eV
Multiplicity: 3
Charge: +2
HOMO energy (alpha / beta): -13.5842 / -13.6262 eV

Atoms and positions in Å:
1 W -0.68562 -0.38054 -0.76020
2 C -2.77004 -2.72728 0.00052
3 C -1.39761 -3.11434 0.51422
4 O -0.75608 -1.97478 1.05476
5 C -0.80594 -1.86636 2.51633
6 C -1.35756 -0.48542 2.84850
7 O -0.71864 0.38086 1.99870
8 C -1.30159 1.67359 1.99081
9 C -2.63794 1.73194 1.25681
10 O -2.62038 0.82096 0.09548
11 C -3.90914 0.17526 -0.10271
12 C -3.79057 -0.90369 -1.16104
13 O -2.54769 -1.62965 -0.91456
14 H -3.35691 -2.37887 0.79669
15 H -3.32997 -3.47036 -0.58795
16 H -0.76764 -3.48865 -0.34105
17 H -1.48325 -3.96938 1.20283
18 H 0.24630 -1.98546 2.82518
19 H -1.41537 -2.68419 2.99402
20 H -1.23383 -0.18621 3.96930
21 H -2.38991 -0.47900 2.72939
22 H -0.65324 2.33880 1.41122
23 H -1.45585 2.10555 2.98150
24 H -2.88967 2.69848 0.80233
25 H -3.48368 1.32242 1.91088
26 H -4.68631 0.78835 -0.43866
27 H -4.15620 -0.31022 0.83674
28 H -3.71003 -0.43105 -2.16592
29 H -4.61924 -1.61483 -1.09720
30 S 0.88849 -1.34485 -4.83867
31 C 0.28646 -1.09995 -3.36331
32 S 0.85195 -1.76008 -1.82061
33 S -1.06258 0.04098 -3.04721
34 C 4.55300 -0.41163 0.11534
35 C 3.46880 -0.78765 1.16116
36 N 2.14055 -0.19492 0.78376
37 C 2.00407 0.74362 -0.19909
38 N 0.73545 0.97755 -0.67896
39 C 0.56838 2.34778 -1.26045
40 C 1.51806 2.48946 -2.40963
41 C 2.89964 2.26302 -1.91000
42 N 3.02741 1.28536 -0.77313
43 C 4.41092 0.96573 -0.34737
44 H 4.48881 -1.11821 -0.69966
45 H 5.56714 -0.52139 0.56154
46 H 3.71625 -0.43791 2.17847
47 H 3.38820 -1.88652 1.33650
48 H 1.29661 -0.35070 1.32752
49 H 0.85880 3.14451 -0.58652
50 H -0.42708 2.51751 -1.61563
51 H 1.49832 3.48374 -2.81682
52 H 1.24740 1.80448 -3.28011
53 H 3.33872 3.24506 -1.45936
54 H 3.60077 1.83034 -2.62071
55 H 4.73156 1.76125 0.29125
56 H 5.08752 1.05751 -1.19521

Cartesian forces, eV/Å:
-1.121 0.123 -0.353
0.938 -0.365 -1.328
0.007 -1.934 -1.626
-0.399 0.059 0.551
0.262 -0.192 0.464
1.266 -1.122 2.864
0.445 1.618 -0.743
-0.092 1.193 -1.225
-1.714 -1.699 -0.064
-0.025 -0.246 -0.171
1.392 -1.782 0.342
1.085 0.641 -0.526
-0.214 0.293 0.147
-1.036 0.460 1.260
0.492 -0.229 0.534
-0.558 0.476 0.775
0.140 0.532 0.101
-0.462 0.104 0.153
0.561 0.798 -0.715
0.261 -0.673 -1.729
-2.145 -0.017 -0.620
0.419 -0.315 0.403
0.246 -0.205 0.138
0.149 0.030 0.841
1.021 0.987 -0.766
-1.015 1.623 -0.096
-0.294 0.193 0.303
-0.027 -0.669 0.581
0.027 0.267 -0.211
-0.110 -0.088 0.601
0.134 0.264 -0.820
-0.053 -0.592 -0.461
0.229 -0.311 0.523
-0.101 -1.653 2.056
-0.175 -0.063 0.936
0.589 0.496 -0.873
-0.455 -1.870 0.574
-0.433 1.721 1.370
0.643 -0.332 -0.269
-0.279 -1.340 -1.831
2.191 0.668 1.771
0.690 0.607 -0.802
-0.293 1.327 -1.412
-0.029 -0.055 -0.395
-0.753 -0.097 -0.180
0.077 0.347 -0.499
-0.198 0.691 -0.752
0.468 -0.041 -0.006
-0.276 -0.041 0.835
-0.705 -0.169 0.159
-0.233 0.523 -0.174
0.340 0.621 1.224
-0.591 -1.581 -1.008
-0.121 0.557 -0.443
0.181 0.217 1.036
-0.347 0.246 -0.444

***

Record 3
The following is a DFT calculation (ωB97M-V with the def2-TZVPD basis set) of 2 unconnected molecules or ions with the total composition C4H15N2O at a distorted geometry.

Output
Energy relative to the best compared isomer or geometry (same formula, charge and spin): 0.767 eV
Charge: +1
HOMO energy: -13.6102 eV

Atoms and positions in Å:
1 C 1.27435 -1.37651 0.21839
2 C 0.09806 -0.59861 -0.39456
3 C -0.54518 0.29814 0.66820
4 C 0.28338 1.47315 1.18552
5 N 1.49802 1.74898 0.33769
6 N 0.50585 0.13838 -1.59397
7 H 0.88910 -2.28696 0.66908
8 H 1.88431 -1.79082 -0.59536
9 H 1.91601 -0.84304 0.92193
10 H -0.62258 -1.36194 -0.63846
11 H -1.52584 0.65336 0.36623
12 H -0.82044 -0.34653 1.50187
13 H 0.65166 1.41848 2.20102
14 H -0.27702 2.40405 1.12503
15 H 2.34508 1.22995 0.55205
16 H 1.25001 1.47503 -0.65015
17 H 1.75164 2.73391 0.33013
18 H 1.25811 -0.26619 -2.12562
19 H -0.25100 0.44894 -2.18035
20 H -3.72087 -1.30054 0.13627
21 H -3.05160 -1.83566 -1.11279
22 O -2.84824 -1.49119 -0.22848

Cartesian forces, eV/Å:
0.084 -0.515 -1.032
0.449 -0.413 0.545
-0.417 -0.236 0.240
0.368 0.644 -0.074
0.272 0.551 -0.727
0.364 1.169 0.558
-0.066 0.191 0.557
0.192 0.309 0.135
-0.094 -0.034 0.003
-0.381 -0.043 -0.132
0.060 0.196 -0.510
0.283 -0.111 0.125
-0.129 -0.396 0.248
-0.161 -0.092 0.043
-0.122 -0.223 0.348
-0.156 -0.422 -0.177
-0.032 0.090 0.227
-0.166 -0.407 -0.182
-0.148 -0.208 -0.173
0.068 -0.043 0.097
0.102 0.040 0.319
-0.369 -0.047 -0.439

***

Record 4
The following is a DFT calculation (ωB97M-V with the def2-TZVPD basis set) of 2 unconnected molecules or ions with the total composition C4H9O4 at a distorted geometry.

Output
Energy relative to the best compared isomer or geometry (same formula, charge and spin): 2.193 eV
Charge: -1
HOMO energy: -3.4281 eV

Atoms and positions in Å:
1 C -0.48431 0.89904 -1.12322
2 O -0.01110 -0.12609 -1.92705
3 C -0.31151 0.48170 0.37910
4 C 1.08471 -0.10281 0.56952
5 C 1.44607 -0.28478 2.03010
6 O 0.40976 -0.50085 2.84735
7 O 2.50083 0.10855 2.49742
8 H 0.24853 1.69802 -1.41875
9 H -1.48986 1.32110 -1.30594
10 H -1.05046 -0.33297 0.47889
11 H -0.53467 1.29922 1.06125
12 H 1.13086 -0.95972 -0.09121
13 H 1.71786 0.70987 0.23656
14 H 0.51145 -0.28055 3.77280
15 H -1.28706 -0.83777 -2.11585
16 H -1.77336 -1.71220 -3.35289
17 O -2.10773 -1.37976 -2.53808

Cartesian forces, eV/Å:
2.837 0.076 -0.310
-1.612 -0.363 0.272
-1.089 -0.528 -1.192
-0.807 0.533 0.490
0.843 2.424 0.410
-1.706 -1.170 -0.605
-0.025 -0.872 -0.154
-0.562 0.641 1.000
-0.188 -0.453 -0.012
0.073 0.370 0.423
-0.029 0.086 0.221
0.387 -0.155 0.001
0.813 -0.345 -0.235
0.983 0.095 0.136
0.122 -0.619 -1.076
0.529 -0.224 -0.798
-0.568 0.505 1.430

***

Record 5
The following is a DFT calculation (ωB97M-V with the def2-TZVPD basis set) of a molecular structure, CH4N2O2S at a distorted geometry.

Output
Energy relative to the best compared isomer or geometry (same formula, charge and spin): 4.972 eV
HOMO energy: -10.1421 eV

Atoms and positions in Å:
1 C 0.65415 0.50677 -0.34168
2 N -1.46476 -0.91937 0.88540
3 N -0.91657 -0.61183 -0.54804
4 O -3.54238 -0.25715 -0.50058
5 O -2.10536 1.43971 0.48081
6 S -2.24608 0.10808 -0.00758
7 H 1.21382 -0.23235 0.25925
8 H 0.94894 0.32874 -1.31045
9 H -0.02897 1.30725 0.10302
10 H -1.65101 -1.82731 1.15102

Cartesian forces, eV/Å:
-4.828 -2.803 2.493
1.751 2.116 0.564
2.756 0.493 -0.110
0.850 -0.251 -0.335
0.293 0.709 -0.264
-2.392 0.724 0.621
-0.378 1.033 0.395
0.623 0.984 -2.393
2.116 -0.511 -0.767
-0.790 -2.493 -0.205

***

Record 6
The following is a DFT calculation (ωB97M-V with the def2-TZVPD basis set) of a single C6H8 molecule.

Output
Energy relative to the best compared isomer or geometry (same formula, charge and spin): 5.158 eV
HOMO energy: -8.8537 eV

Atoms and positions in Å:
1 C -0.19622 0.55065 -2.70806
2 C -0.26374 0.50098 -1.50579
3 C -0.31222 0.44068 -0.03948
4 C -0.85405 -0.92939 0.47425
5 C -0.50185 -0.88368 1.92983
6 C 1.06554 0.65051 0.60815
7 H -0.14362 0.59699 -3.77482
8 H -0.98638 1.22603 0.32149
9 H -1.94401 -0.94324 0.35625
10 H -0.41204 -1.73391 -0.13031
11 H 0.92679 0.56263 1.70010
12 H 0.36533 -1.56114 2.08331
13 H 1.77087 -0.11599 0.27080
14 H 1.48559 1.63888 0.41427

Cartesian forces, eV/Å:
-0.038 -0.033 0.484
0.027 0.012 -0.441
0.002 0.105 0.012
-0.061 -0.093 0.017
-0.031 -0.175 -0.249
0.065 0.002 -0.027
-0.011 -0.009 0.238
0.090 -0.144 -0.019
0.136 0.033 -0.031
-0.013 0.113 0.128
0.146 0.060 -0.101
-0.171 0.075 0.016
-0.082 0.147 0.059
-0.059 -0.091 -0.087

***

Record 7
The following is a DFT calculation (ωB97M-V with the def2-TZVPD basis set) of a molecular structure, C5H12N2O at a distorted geometry.

Output
Energy relative to the best compared isomer or geometry (same formula, charge and spin): 9.290 eV
HOMO energy: -9.2545 eV

Atoms and positions in Å:
1 C 1.45600 -0.49048 1.37012
2 C 1.00499 -0.26861 -0.10907
3 C -0.37986 0.19663 -0.19141
4 C -1.52025 -0.83577 -0.05671
5 C -0.71319 1.58381 0.08576
6 H 1.31956 -1.46934 2.32908
7 H 1.11770 0.55994 1.56901
8 H 2.69722 -0.23100 1.11209
9 H 1.00826 -1.01578 -0.85444
10 H 0.94420 1.68480 -1.07277
11 H 1.84726 1.23293 0.29830
12 H -0.88247 -1.48954 0.67962
13 H -2.30713 -0.10985 0.57570
14 H -2.09621 -1.25896 -2.08663
15 H -1.22401 -2.25169 -1.21674
16 H 0.15801 2.25468 0.25435
17 H -1.65997 1.80626 0.30519
18 N 1.76279 0.70066 -0.65300
19 N -2.08060 -1.72598 -1.10180
20 O -0.45229 1.12729 -1.23665

Cartesian forces, eV/Å:
3.768 -0.116 0.488
-2.211 -3.273 0.523
-2.194 -0.382 -0.824
-0.172 1.873 3.524
4.516 -0.036 -0.659
0.033 3.329 -3.632
0.137 -1.139 2.044
-3.242 -1.479 1.603
0.278 -2.284 -0.239
3.113 -4.367 0.257
1.591 0.024 -2.254
-2.200 0.517 -0.769
1.251 -2.857 -1.688
-0.350 -0.382 2.360
-0.184 -1.216 -0.457
-1.292 -0.011 1.205
-3.442 1.278 0.915
2.342 8.095 1.204
1.710 1.914 -1.561
-3.454 0.511 -2.040

***

Record 8
The following is a DFT calculation (ωB97M-V with the def2-TZVPD basis set) of 4 unconnected molecules or ions with the total composition C2H13N3O3 at a distorted geometry.

Output
SMILES: [H]/N=C(\N)NC.O.O.O
Energy relative to the best compared isomer or geometry (same formula, charge and spin): 2.038 eV
HOMO energy: -9.0748 eV

Atoms and positions in Å:
1 C 2.04445 0.58935 -1.06040
2 N 0.56352 0.33449 -1.09687
3 C 0.18013 -0.87984 -1.78020
4 N -1.22125 -1.03608 -1.78133
5 N 1.07957 -1.69978 -2.30816
6 H 2.30733 1.46441 -0.46628
7 H 2.62634 -0.38692 -1.02158
8 H 2.45640 0.76910 -2.07737
9 H 0.32185 0.13257 -0.21393
10 H -1.78665 -0.20234 -1.58605
11 H -1.65443 -1.88079 -1.71680
12 H 0.86254 -2.49494 -2.83468
13 H -0.50700 -1.12656 2.43496
14 H 0.27027 -1.24141 1.09574
15 O -0.46077 -1.02962 1.55516
16 H -2.12443 0.45658 1.67066
17 H -2.92204 1.81520 1.50944
18 O -2.37180 1.32633 2.01897
19 H -0.60713 1.43306 2.26213
20 H 0.57655 2.09595 3.08325
21 O 0.36655 1.56124 2.31331

Cartesian forces, eV/Å:
0.520 -1.516 -2.416
2.272 -0.642 -4.228
1.149 -1.965 -1.532
1.914 3.711 -0.034
-0.858 3.967 2.632
-0.150 -0.620 0.414
-0.654 1.027 1.470
-0.986 0.670 0.155
-1.580 0.067 4.195
0.631 -0.772 -0.016
-0.999 -2.643 0.025
-1.329 -1.043 -0.729
0.874 -0.802 4.668
4.139 -1.428 -1.364
-5.199 1.911 -3.189
-0.530 0.329 -0.540
-2.495 1.816 -2.799
2.861 -2.501 3.170
0.778 0.665 0.292
-0.311 0.026 -0.039
-0.047 -0.257 -0.135

***

Question: The highest energy relative to the best compared isomer or geometry (same formula, charge and spin) belongs to which entry?
Answer: C5H12N2O